# 1
The following is a DFT calculation (ωB97M-V with the def2-TZVPD basis set) of a single C4H10N2O molecule in a non-equilibrium geometry.

- SMILES string = CN(C=O)CCN
- orbital gap (eV) = 10.22

Structure (XYZ):
```
17
C4H10N2O ωB97M-V with the def2-TZVPD basis set
C -0.33 -0.47 -1.78
N 0.43 -0.17 -0.60
C 0.77 1.14 -0.45
O 0.62 2.02 -1.27
C 0.61 -1.06 0.54
C -0.63 -1.20 1.39
N -1.11 0.11 1.89
H 0.08 -0.10 -2.67
H -0.45 -1.55 -1.92
H -1.38 -0.16 -1.74
H 1.03 1.42 0.59
H 1.39 -0.55 1.12
H 1.03 -2.00 0.17
H -0.30 -1.63 2.34
H -1.38 -1.79 0.86
H -2.08 -0.02 2.18
H -1.26 0.73 1.09
```

# 2
The following is a DFT calculation (ωB97M-V with the def2-TZVPD basis set) of a molecular structure, C4H10N2O in a non-equilibrium geometry.

- orbital gap (eV) = 8.71

Structure (XYZ):
```
17
C4H10N2O ωB97M-V with the def2-TZVPD basis set
C 0.39 -0.02 -2.47
C 0.19 -0.50 -1.06
C 0.99 0.61 0.44
N 0.03 -1.73 -0.73
O 1.55 1.63 0.13
H -0.05 -2.35 -1.54
H 1.45 -0.25 0.94
H 1.17 0.74 -2.51
H -0.54 0.43 -2.84
H 0.67 -0.84 -3.15
C -0.87 0.01 2.34
N -0.64 0.80 1.12
H -0.71 1.80 1.25
H -0.83 0.26 0.15
H -0.06 0.16 3.05
H -1.82 0.30 2.81
H -0.91 -1.04 2.07
```

# 3
The following is a DFT calculation (ωB97M-V with the def2-TZVPD basis set) of a single C4H10N2O molecule in a non-equilibrium geometry.

- SMILES string = C[C@H](CN)NC=O
- orbital gap (eV) = 9.66

Structure (XYZ):
```
17
C4H10N2O ωB97M-V with the def2-TZVPD basis set
C -1.19 -0.41 0.88
C -0.33 0.51 0.05
C 0.37 -0.29 -1.25
N -0.60 -0.74 -2.20
N 0.70 1.20 0.85
C 1.69 0.47 1.39
O 2.02 -0.70 1.19
H -2.16 -0.70 0.35
H -0.73 -1.46 1.14
H -1.42 0.07 1.93
H -0.95 1.28 -0.52
H 0.92 -1.15 -0.82
H 1.14 0.38 -1.77
H -1.46 -0.17 -2.18
H -0.85 -1.75 -2.08
H 0.53 2.25 0.94
H 2.31 1.23 2.12
```

# 4
The following is a DFT calculation (ωB97M-V with the def2-TZVPD basis set) of 2 unconnected molecules or ions with the total composition C4H10N2O in a non-equilibrium geometry.

- orbital gap (alpha / beta) (eV) = 7.05 / 7.04

Structure (XYZ):
```
17
C4H10N2O ωB97M-V with the def2-TZVPD basis set
C -0.68 -2.28 -0.75
C 0.02 -0.99 -1.11
C 1.40 0.78 -0.21
N 0.83 -0.48 -0.11
O -0.13 -0.42 -2.17
H -0.16 -2.85 0.02
H -0.75 -2.91 -1.64
H -1.69 -2.07 -0.40
H 2.23 0.95 0.47
H 1.53 1.13 -1.22
C -0.84 1.30 1.52
N -0.08 1.88 0.54
H 0.44 2.71 0.82
H -0.55 2.02 -0.34
H -1.67 0.68 1.20
H -0.45 1.30 2.53
H 0.55 -0.75 0.84
```

Sequential ΔE to the lowest compared entry with this formula, charge and spin output: 146.3, 449.8, 201.4, 389.9 kJ/mol